18
Properties=species:S:1:pos:R:3:nbo_charge:R:1 method="wB97M-V/def2-TZVPD" e_lumo_ha=0.023 orbital_gap_ev=8.42 total_charge=0 total_energy_ha=-326.975272 homo_energy_ev=-7.8 spin_multiplicity=1 e_above_lowest_kcal_mol=97.9
C -1.8482 -0.9703 -0.5670 -0.622
C -1.5666 0.1061 0.4727 -0.215
N -0.1432 0.3695 0.6373 -0.400
C 0.5825 0.6699 1.7528 -0.283
C 0.7047 0.8686 -0.2878 -0.024
C 1.9879 0.1863 -0.6668 -0.121
O 1.7891 -0.7417 -1.7308 -0.716
H -2.9215 -1.0270 -0.7763 0.218
H -1.5152 -1.9536 -0.2174 0.207
H -1.3309 -0.7437 -1.5061 0.219
H -2.0536 1.0481 0.1785 0.192
H -1.9545 -0.1680 1.4591 0.209
H 0.8316 1.6995 1.9740 0.177
H 0.7465 -0.0883 2.5218 0.169
H 0.2981 1.5716 -1.0280 0.169
H 2.6986 0.9215 -1.0572 0.187
H 2.4474 -0.2957 0.2045 0.176
H 1.2474 -1.4528 -1.3634 0.460

---

18
Properties=species:S:1:pos:R:3:nbo_charge:R:1 method="wB97M-V/def2-TZVPD" e_lumo_ha=0.022 orbital_gap_ev=9.32 total_charge=0 total_energy_ha=-327.037069 homo_energy_ev=-8.7 spin_multiplicity=1 e_above_lowest_kcal_mol=59.2 smiles="C=C/C=C/CN.O"
N 1.7251 0.0578 -1.9793 -0.831
C 1.5062 0.4799 -0.5907 -0.270
C -2.8151 0.4241 0.4718 -0.398
C -1.8846 1.0086 1.2303 -0.201
C -0.4404 0.9758 0.9283 -0.248
C 0.0998 0.9279 -0.2862 -0.150
H 2.0104 -0.9203 -2.0039 0.360
H 0.8722 0.0345 -2.5322 0.349
H 1.7416 -0.3318 0.0925 0.210
H 2.1952 1.3085 -0.4130 0.190
H -3.8498 0.5725 0.7368 0.206
H -2.4315 -0.2770 -0.2588 0.202
H -2.1044 1.6545 2.0622 0.197
H 0.1989 0.7186 1.7660 0.193
H -0.5757 0.9398 -1.1475 0.188
H 0.7494 -2.6119 1.3206 0.468
H 1.4689 -3.6013 0.5354 0.467
O 1.1843 -2.6810 0.4604 -0.932

---

18
Properties=species:S:1:pos:R:3:nbo_charge:R:1 method="wB97M-V/def2-TZVPD" e_lumo_ha=0.036 orbital_gap_ev=10.09 total_charge=0 total_energy_ha=-326.968215 homo_energy_ev=-9.1 spin_multiplicity=1 e_above_lowest_kcal_mol=102.4
C -1.8886 0.5117 -1.0371 -0.757
C -1.4563 -0.6175 0.4727 -0.146
N -0.1077 -0.5134 0.9012 -0.431
C 0.3899 0.8197 1.2058 -0.265
C 0.6800 0.1583 -0.0961 -0.135
C 2.0276 -0.3809 -0.5111 -0.067
O 2.8827 -0.7131 0.5638 -0.713
H -2.6581 1.1197 -0.5906 0.210
H -2.2923 -0.2252 -1.7271 0.211
H -1.3992 1.2473 -1.7578 0.231
H -2.1309 -0.4466 1.3378 0.197
H -1.6330 -1.6271 0.0771 0.195
H -0.3135 1.6531 1.1953 0.193
H 1.1210 0.8346 2.0123 0.217
H -0.1029 0.4550 -0.8453 0.241
H 1.8807 -1.2459 -1.1776 0.163
H 2.5445 0.3926 -1.0860 0.185
H 2.4561 -1.4222 1.0628 0.471

---

18
Properties=species:S:1:pos:R:3:nbo_charge:R:1 method="wB97M-V/def2-TZVPD" e_lumo_ha=0.033 orbital_gap_ev=10.05 total_charge=0 total_energy_ha=-327.117786 homo_energy_ev=-9.2 spin_multiplicity=1 e_above_lowest_kcal_mol=8.5 smiles="CCN(C)C(C)=O"
C -2.1056 0.6074 -0.6361 -0.619
C -1.4155 -0.5517 0.0889 -0.218
N 0.0024 -0.2788 0.2862 -0.443
C 0.3918 0.4944 1.4507 -0.406
C 0.8612 -0.6554 -0.7136 0.683
O 0.4636 -1.2553 -1.7030 -0.635
C 2.3379 -0.3179 -0.5613 -0.718
H -3.1990 0.5642 -0.5692 0.212
H -1.8251 0.6107 -1.6929 0.223
H -1.7777 1.5522 -0.1914 0.198
H -1.4978 -1.4898 -0.4675 0.235
H -1.8814 -0.7101 1.0670 0.188
H 0.2848 -0.0898 2.3742 0.195
H 1.4342 0.7979 1.3644 0.214
H -0.2018 1.4139 1.5522 0.197
H 2.8485 -0.7662 -1.4130 0.246
H 2.7685 -0.7189 0.3618 0.223
H 2.5218 0.7625 -0.5778 0.225

---

18
Properties=species:S:1:pos:R:3:nbo_charge:R:1 method="wB97M-V/def2-TZVPD" e_lumo_ha=0.038 orbital_gap_ev=10.53 total_charge=0 total_energy_ha=-327.069467 homo_energy_ev=-9.5 spin_multiplicity=1 e_above_lowest_kcal_mol=38.8 smiles="C/N=C/OC(C)C"
C -1.1581 -1.1325 -0.9512 -0.635
C -1.0146 0.4160 -0.8715 0.101
C -1.5740 0.9358 0.4774 -0.636
N 1.0958 -0.0635 0.4020 -0.512
C 2.1271 -0.4965 1.2730 -0.419
C 1.3319 0.6870 -0.5724 0.403
O 0.2626 1.0113 -1.3241 -0.507
H -0.8258 -1.6814 -0.0581 0.222
H -2.2245 -1.3965 -1.1074 0.211
H -0.6137 -1.5144 -1.8190 0.216
H -1.6106 0.8397 -1.6719 0.191
H -1.3074 1.9875 0.5952 0.216
H -2.6788 0.8833 0.4762 0.211
H -1.2289 0.3819 1.3613 0.222
H 1.8488 -0.2075 2.2936 0.199
H 2.1755 -1.5901 1.2321 0.198
H 3.1158 -0.0790 1.0274 0.164
H 2.3413 1.0817 -0.8501 0.157

---

18
Properties=species:S:1:pos:R:3:nbo_charge:R:1 method="wB97M-V/def2-TZVPD" e_lumo_ha=0.039 orbital_gap_ev=8.52 total_charge=0 total_energy_ha=-327.036402 homo_energy_ev=-7.5 spin_multiplicity=1 e_above_lowest_kcal_mol=59.6 smiles="C/C=C/C=C/N.O"
N 2.7230 -1.6032 0.7015 -0.808
C 1.7128 -0.7614 0.2614 0.065
C 0.4496 -0.8376 0.7325 -0.387
C -0.5514 0.2390 0.5536 -0.284
C -1.8422 -0.0301 0.2900 -0.150
C -2.8724 1.0485 0.1133 -0.651
H 3.6776 -1.3252 0.5749 0.388
H 2.5487 -2.3147 1.3776 0.385
H 2.1703 0.0703 -0.2652 0.191
H 0.0578 -1.8645 0.7407 0.202
H -0.2479 1.1894 1.0084 0.212
H -2.1446 -1.0581 0.1536 0.194
H -3.8769 0.6492 0.2677 0.216
H -2.6267 1.9118 0.7305 0.218
H -2.9792 1.4000 -0.9259 0.215
H -0.3465 1.8366 -2.5160 0.474
H 0.1432 1.1543 -1.1463 0.486
O 0.3780 1.4572 -2.0277 -0.967

---

18
Properties=species:S:1:pos:R:3:nbo_charge:R:1 method="wB97M-V/def2-TZVPD" e_lumo_ha=0.041 orbital_gap_ev=10.63 total_charge=0 total_energy_ha=-327.059734 homo_energy_ev=-9.5 spin_multiplicity=1 e_above_lowest_kcal_mol=44.9 smiles=C[C@H]1CN1CCO
C 1.8610 0.2332 -1.3476 -0.615
C 1.0444 -0.5424 -0.3464 -0.076
C 1.3064 -0.4649 1.1120 -0.254
N 0.1506 0.1962 0.5327 -0.437
C -1.1484 -0.4019 0.8222 -0.247
C -2.2080 0.3324 0.0117 -0.064
O -2.1734 1.7108 0.2924 -0.720
H 1.2914 0.4180 -2.2648 0.214
H 2.7675 -0.3215 -1.6146 0.214
H 2.1578 1.1997 -0.9288 0.217
H 0.6638 -1.5033 -0.7020 0.189
H 2.0854 0.1950 1.4899 0.202
H 1.1283 -1.3577 1.7118 0.193
H -1.1699 -1.4858 0.6115 0.173
H -1.3536 -0.2574 1.8893 0.201
H -2.0496 0.1365 -1.0629 0.151
H -3.2068 -0.0330 0.2737 0.181
H -1.2299 1.9376 0.3057 0.480

---

18
Properties=species:S:1:pos:R:3:nbo_charge:R:1 method="wB97M-V/def2-TZVPD" e_lumo_ha=0.032 orbital_gap_ev=9.86 total_charge=0 total_energy_ha=-327.012999 homo_energy_ev=-9.0 spin_multiplicity=1 e_above_lowest_kcal_mol=74.3 smiles="CCN(C)C(C)=O"
C -1.3635 1.2323 -1.0405 -0.581
C -0.3341 0.0486 -0.9987 -0.212
C -1.2819 -0.9486 1.1070 -0.402
C 1.0806 -0.5624 0.9384 0.667
C 2.2613 -0.0365 0.1928 -0.733
H -0.9093 2.2572 -0.4247 0.201
H -1.4033 1.3730 -2.0434 0.196
H -2.3147 0.8855 -0.8209 0.198
H -0.6895 -0.6842 -1.5365 0.175
H 0.4822 0.6264 -1.4117 0.221
H -1.7930 -1.2623 0.3183 0.182
H -0.9934 -1.5339 1.8688 0.237
H -1.9235 -0.2561 1.6082 0.189
H 2.4842 -0.6085 -0.7253 0.233
H 3.3966 -0.1521 0.7035 0.239
H 2.2673 1.0976 -0.0370 0.231
N -0.1280 -0.4119 0.3178 -0.435
O 1.1619 -1.0642 1.9839 -0.606

---

18
Properties=species:S:1:pos:R:3:nbo_charge:R:1 method="wB97M-V/def2-TZVPD" e_lumo_ha=0.017 orbital_gap_ev=10.07 total_charge=0 total_energy_ha=-326.972770 homo_energy_ev=-9.6 spin_multiplicity=1 e_above_lowest_kcal_mol=99.5
C 0.3500 0.6265 0.9116 -0.539
C 0.8201 1.6081 -0.1574 -0.634
C 0.9019 -1.3784 0.7987 0.831
N 1.4166 -1.4922 -0.3406 -0.870
O 0.4718 -1.9175 1.7764 -0.576
H 1.7639 -2.3968 -0.6267 0.409
H -0.1993 -0.9160 -1.2636 0.283
H -0.2073 1.1053 1.7190 0.235
H 1.2272 0.4388 1.5430 0.280
H 1.5304 2.3204 0.2664 0.211
H 1.3099 1.0687 -0.9668 0.231
H -0.0001 2.1845 -0.5883 0.198
C -1.3828 0.0018 0.1907 -0.204
C -1.2392 -0.4749 -1.1880 -0.723
H -1.3268 0.3175 -1.9291 0.215
H -1.8759 0.9600 0.3149 0.203
H -1.6612 -0.7367 0.9355 0.218
H -1.8992 -1.3191 -1.3959 0.232

---

18
Properties=species:S:1:pos:R:3:nbo_charge:R:1 method="wB97M-V/def2-TZVPD" e_lumo_ha=0.033 orbital_gap_ev=10.23 total_charge=0 total_energy_ha=-327.088588 homo_energy_ev=-9.3 spin_multiplicity=1 e_above_lowest_kcal_mol=26.8 smiles="CC(C)N(C)C=O"
C -1.0422 -1.5450 -0.0316 -0.619
C -0.6763 -0.1080 -0.4083 -0.024
C -1.6626 0.9163 0.2032 -0.644
N 0.7904 0.2514 -0.0663 -0.447
C 1.9202 -0.6403 0.2596 -0.406
C 1.1396 1.5632 -0.1940 0.531
O 0.4086 2.4795 -0.5244 -0.629
H -1.3041 -1.6325 1.0295 0.209
H -1.9216 -1.8781 -0.6011 0.225
H -0.2275 -2.2376 -0.2566 0.210
H -0.7406 -0.0052 -1.4987 0.197
H -1.0809 1.8182 0.3891 0.267
H -2.4174 1.2481 -0.5210 0.218
H -2.1736 0.5565 1.1055 0.196
H 1.7908 -1.1785 1.2033 0.200
H 2.1790 -1.3614 -0.5271 0.196
H 2.8199 -0.0182 0.3899 0.212
H 2.1981 1.7716 0.0491 0.107